C41H97N3O9 | ωB97M-V/def2-TZVPD

Each line ends with the Löwdin charge.
Geometry (Å):
C1 2.6399 -0.6216 -5.4049  -0.016
C2 1.1644 -0.2397 -5.7577  -0.514
C3 1.0326 1.2686 -5.4903  -0.029
C4 0.8261 -0.4688 -7.2172  -0.137
C5 0.5343 -1.9338 -7.6128  -0.145
C6 -0.5456 -2.5157 -6.6307  -0.114
C7 -0.2008 -2.3184 -5.1574  -0.471
C8 -1.4402 -2.7199 -4.2661  -0.017
C9 0.8577 -3.2824 -4.6553  -0.040
N1 0.1831 -0.9052 -4.9196  -0.085
O1 0.6825 -0.7574 -3.5793  -0.041
H1 2.8208 -0.9776 -4.4315  0.047
H2 2.9284 -1.4938 -6.0108  0.074
H3 3.3040 0.2352 -5.6087  0.087
H4 -0.0119 1.5173 -5.7148  0.075
H5 1.2621 1.5903 -4.4756  0.070
H6 1.6819 1.7698 -6.2425  0.097
H7 -0.0970 0.0601 -7.4632  0.121
H8 1.5920 -0.0637 -7.8192  0.107
H9 0.2028 -1.9129 -8.6590  0.113
H10 1.3911 -2.5461 -7.5378  0.082
H11 -0.7006 -3.5636 -6.8879  0.118
H12 -1.5042 -2.0130 -6.8737  0.123
H13 -1.5665 -3.7477 -4.3308  0.063
H14 -2.3698 -2.2763 -4.5259  0.070
H15 -1.2651 -2.5728 -3.1861  0.064
H16 1.8276 -3.1530 -5.1534  0.073
H17 0.6411 -4.3341 -4.9153  0.100
H18 1.0651 -3.2199 -3.5696  0.069
H19 -0.0879 -0.7434 -2.9969  0.074
C10 -4.2804 -1.0320 -1.7785  -0.010
C11 -4.4326 -0.0296 -0.5763  -0.488
C12 -3.0746 0.6760 -0.3728  -0.029
C13 -5.4488 1.1005 -0.8495  -0.133
C14 -5.7954 1.9543 0.3619  -0.172
C15 -6.3682 1.0755 1.4457  -0.139
C16 -5.4454 -0.0758 1.8024  -0.529
C17 -4.3091 0.5291 2.6516  -0.032
C18 -6.2079 -1.1242 2.5855  -0.048
N2 -4.9228 -0.7593 0.5839  -0.092
O2 -3.9078 -1.6806 0.9462  -0.055
H20 -3.4759 -1.7992 -1.5524  0.085
H21 -5.1977 -1.6440 -1.9777  0.095
H22 -3.9884 -0.5632 -2.7020  0.044
H23 -3.0859 1.5642 0.2742  0.057
H24 -2.4066 -0.0583 0.1189  0.086
H25 -2.7116 1.0201 -1.3416  0.058
H26 -5.0077 1.6745 -1.6230  0.097
H27 -6.3139 0.5934 -1.1906  0.110
H28 -4.9225 2.5268 0.6366  0.094
H29 -6.4210 2.6809 -0.1394  0.111
H30 -7.3842 0.7128 1.1700  0.133
H31 -6.4585 1.6045 2.4191  0.129
H32 -3.5059 -0.1960 2.7915  0.072
H33 -4.6120 0.8020 3.6756  0.096
H34 -3.9222 1.4054 2.1704  0.049
H35 -6.8383 -0.7322 3.4443  0.104
H36 -5.4325 -1.7769 3.0822  0.094
H37 -6.8742 -1.6749 1.9084  0.087
H38 -4.3600 -2.5408 0.7967  0.125
C19 -0.5896 0.5911 4.3993  -0.037
C20 0.1109 -0.6400 5.0613  -0.463
C21 0.2752 -0.3055 6.5905  -0.030
C22 -0.6834 -1.8731 4.8430  -0.160
C23 0.1213 -3.0990 5.2562  -0.224
C24 1.3124 -3.2295 4.4331  -0.147
C25 2.2533 -1.9548 4.5721  -0.491
C26 3.0805 -1.8537 5.8731  -0.010
C27 3.1607 -2.0829 3.3508  -0.044
N3 1.4536 -0.7924 4.3205  -0.098
O3 2.1758 0.3855 4.4799  -0.026
H39 -0.3437 0.4456 3.3299  0.088
H40 -1.6653 0.5388 4.6243  0.081
H41 -0.1089 1.5277 4.7424  0.083
H42 0.4459 -1.1185 7.2808  0.064
H43 1.0091 0.4642 6.7090  0.072
H44 -0.6120 0.1452 6.9729  0.067
H45 -1.5967 -1.9363 5.4816  0.135
H46 -1.0458 -1.9002 3.8048  0.125
H47 0.2977 -3.2040 6.3321  0.115
H48 -0.5339 -3.9906 5.0139  0.130
H49 0.9633 -3.3816 3.4268  0.107
H50 1.8890 -4.1153 4.7637  0.131
H51 3.5970 -2.7738 6.1706  0.086
H52 2.4779 -1.5123 6.7157  0.063
H53 3.8899 -1.1741 5.8486  0.060
H54 3.7627 -3.0263 3.2215  0.106
H55 3.8264 -1.2335 3.3597  0.065
H56 2.5990 -1.9799 2.4100  0.060
H57 2.4078 0.6208 3.6070  0.024
C28 0.8038 -4.8415 -1.1127  -0.037
C29 0.4405 -3.5278 -0.4167  -0.519
C30 1.5427 -2.6088 -0.1601  -0.065
O4 -0.5681 -2.9215 -1.1817  -0.067
H58 -0.1273 -5.4649 -1.1738  0.099
H59 1.6611 -5.3614 -0.6680  0.085
H60 1.0870 -4.5802 -2.1282  0.048
H61 -0.0346 -3.8499 0.5664  0.151
H62 1.2835 -1.8109 0.4854  0.060
H63 1.9788 -2.1254 -1.0286  0.085
H64 2.4142 -3.0663 0.3165  0.086
H65 -1.1824 -2.3936 -0.6459  0.094
C31 6.4045 0.8643 -0.6135  -0.060
C32 5.2581 1.3881 -1.4067  -0.485
C33 4.9367 0.5725 -2.6095  -0.074
O5 4.0785 1.2381 -0.5303  -0.093
H66 6.1488 -0.1998 -0.5501  0.086
H67 6.4459 1.3185 0.3900  0.063
H68 7.4084 0.8931 -1.0951  0.098
H69 5.4079 2.4399 -1.6123  0.134
H70 4.2055 1.2098 -3.1775  0.091
H71 4.5119 -0.3967 -2.2705  0.095
H72 5.7621 0.3727 -3.3117  0.088
H73 3.2448 1.6469 -0.8407  0.067
C34 2.9834 3.3862 3.7944  -0.051
C35 3.5739 2.8625 2.5033  -0.485
C36 5.0557 2.6941 2.6411  -0.050
O6 2.9242 1.6240 2.1682  -0.088
H74 1.8912 3.6748 3.6648  0.095
H75 3.5694 4.2945 3.9857  0.086
H76 3.1077 2.7034 4.5806  0.053
H77 3.3061 3.6311 1.7019  0.154
H78 5.4628 3.5458 3.2280  0.091
H79 5.5389 2.5520 1.6888  0.046
H80 5.3059 1.8664 3.3768  0.116
H81 3.6403 1.1676 1.6672  0.090
C37 -1.2305 6.0572 1.3525  -0.059
C38 -0.6194 4.9283 2.1754  -0.510
C39 -1.4631 3.6834 2.1077  -0.038
O7 0.6609 4.6783 1.6442  -0.068
H82 -2.2757 6.2651 1.7475  0.099
H83 -1.2726 5.8521 0.2901  0.074
H84 -0.5994 6.9364 1.5745  0.086
H85 -0.4851 5.3278 3.1489  0.128
H86 -1.3630 3.2137 1.0400  0.106
H87 -2.4244 3.9701 2.3713  0.050
H88 -1.1584 2.8329 2.7019  0.056
H89 0.5320 4.4287 0.7114  0.072
C40 -2.7071 1.3449 -4.1196  -0.166
O8 -1.9595 0.3618 -3.4876  -0.168
H90 -3.4239 1.7826 -3.4067  0.067
H91 -2.0597 2.1461 -4.4407  0.070
H92 -3.3618 0.9451 -4.9220  0.098
H93 -1.5753 -0.1949 -4.1901  0.046
C41 0.3650 2.1041 -1.1574  -0.123
O9 1.4831 2.5667 -0.3903  -0.156
H94 -0.0165 1.1504 -0.6944  0.094
H95 -0.4491 2.9222 -1.2536  0.099
H96 0.6539 1.8585 -2.1876  0.056
H97 1.6120 2.2054 0.4963  0.057

Atoms 1-6, force components in eV/Å:
C -0.14 -0.35 -2.09
C 1.10 0.54 0.96
C -0.33 0.06 -1.08
C -1.21 -1.28 0.22
C -1.18 0.90 1.08
C 0.06 0.93 -1.48

**Net charge**: 0
**Structure (SMILES)**: CC1(C)CCCC(C)(C)N1O.CC1(C)CCCC(C)(C)N1O.CC1(C)CCCC(C)(C)N1O.CC(C)O.CC(C)O.CC(C)O.CC(C)O.CO.CO
**HOMO-LUMO gap**: 8.6 eV
**HOMO**: -8.03 eV